[1]
# C14H17Br21O4

A structure of composition C14H17Br21O4 at a distorted geometry (ωB97M-V/def2-TZVPD, OMol25).

Computed properties:
Multiplicity: 1
Charge: 0
HOMO-LUMO gap, Ha: 0.3373
HOMO energy, eV: -9.423

The geometry in XYZ format:
```
56
Properties=species:S:1:pos:R:3:forces:R:3:mulliken_charge:R:1
C 0.595 1.404 -1.698 -0.087 -0.144 0.147 -0.906
C 0.737 1.501 -0.383 0.153 0.040 0.128 0.062
C 1.155 2.766 0.320 -0.909 -0.144 -0.701 -0.023
O 2.436 2.473 0.914 0.050 -0.169 0.469 -0.109
C 2.980 3.493 1.575 -0.087 0.709 -0.466 0.571
O 2.596 4.628 1.489 -0.172 0.181 0.263 -0.517
O 4.001 3.177 2.380 0.098 -0.481 -0.155 -0.347
C 4.774 2.026 2.051 0.721 -0.108 -0.155 -0.590
C 5.901 2.416 1.058 -2.507 -0.510 -0.322 0.376
C 5.693 1.936 -0.460 3.261 0.837 1.125 -0.901
O 5.684 3.405 0.178 1.054 -0.316 0.096 -0.384
H 0.529 2.281 -2.338 0.346 -0.189 0.305 0.264
H 0.542 0.424 -2.171 -0.539 0.216 0.070 0.314
H 0.578 0.628 0.250 0.432 0.034 -0.115 0.210
H 0.428 3.053 1.091 0.400 -0.055 -0.053 -0.076
H 1.236 3.585 -0.400 0.174 -0.065 0.179 0.205
H 4.183 1.230 1.604 -0.110 0.203 0.137 0.306
H 5.229 1.655 2.973 -0.168 0.215 -0.028 0.399
H 6.937 2.343 1.421 -0.323 -0.284 -0.083 0.411
H 6.776 1.610 -0.466 0.009 0.560 -0.452 0.256
H 5.770 2.280 -1.493 -1.972 -0.636 -0.269 0.411
C 2.324 7.578 -1.170 0.013 -0.033 0.084 -0.034
Br 2.424 6.517 -2.772 -0.023 -0.060 -0.035 0.019
Br 3.444 9.135 -1.286 -0.009 -0.005 -0.004 -0.029
Br 0.506 8.040 -0.752 0.007 -0.004 -0.004 -0.010
H 2.696 6.966 -0.360 -0.003 -0.038 0.032 0.071
C -2.357 -1.461 1.432 -0.061 0.016 -0.021 -0.230
Br -0.631 -1.365 2.274 0.034 -0.027 0.015 -0.029
Br -2.229 -1.241 -0.473 0.007 0.026 0.002 -0.021
Br -3.281 -3.079 1.905 -0.014 0.003 0.023 0.010
H -2.944 -0.636 1.810 0.013 -0.002 0.010 0.275
C -3.800 -5.677 -1.417 -0.074 -0.032 0.184 0.200
Br -1.972 -5.147 -1.187 0.079 -0.032 -0.059 -0.005
Br -4.933 -4.180 -1.833 0.003 -0.002 -0.014 -0.012
Br -3.984 -7.093 -2.702 0.026 -0.016 -0.100 -0.056
H -4.132 -6.072 -0.466 -0.006 0.006 -0.009 -0.124
C -3.399 -7.361 3.510 0.067 -0.029 0.027 -0.269
Br -2.487 -8.764 2.566 -0.005 0.010 -0.026 -0.013
Br -2.176 -6.041 4.182 -0.033 -0.025 -0.034 -0.017
Br -4.781 -6.573 2.421 -0.034 0.057 -0.021 -0.093
H -3.889 -7.809 4.362 -0.017 0.002 -0.014 0.351
C 1.929 3.807 -5.861 0.017 -0.030 -0.020 -0.262
Br 1.782 2.496 -4.459 0.220 0.170 -0.379 0.080
Br 2.598 3.049 -7.498 -0.011 -0.008 0.030 -0.037
Br 0.257 4.715 -6.129 0.003 0.024 -0.009 -0.004
H 2.649 4.545 -5.536 0.003 -0.005 -0.001 0.248
C -7.215 -9.908 -2.074 0.019 0.060 -0.037 -0.302
Br -6.437 -11.390 -3.018 0.004 -0.005 -0.003 -0.005
Br -9.086 -10.185 -1.733 -0.001 -0.007 0.002 -0.016
Br -6.250 -9.518 -0.459 0.016 0.005 0.095 0.044
H -7.129 -9.041 -2.713 0.003 0.000 0.005 0.288
C -1.313 3.586 4.304 0.070 -0.017 0.055 -0.354
Br -1.322 3.046 6.149 0.005 -0.013 -0.001 -0.025
Br 0.460 3.940 3.659 -0.082 0.128 0.175 0.091
Br -2.214 2.297 3.191 -0.033 0.011 -0.049 -0.024
H -1.867 4.511 4.238 -0.025 -0.022 -0.017 0.363
```
Positions in Å, forces in eV/Å.



[2]
# C14H17BrF11N2O8PS2

A structure of composition C14H17BrF11N2O8PS2 at a distorted geometry (ωB97M-V/def2-TZVPD, OMol25).

Computed properties:
Multiplicity: 1
Charge: 0
HOMO-LUMO gap, Ha: 0.1304
HOMO energy, eV: -8.106

The geometry in XYZ format:
```
56
Properties=species:S:1:pos:R:3:forces:R:3:mulliken_charge:R:1
C 5.496 3.228 2.982 -2.853 -1.669 -1.173 -0.766
C 4.156 2.726 2.574 3.491 0.937 1.830 -0.457
C 3.819 1.751 1.301 2.022 -1.365 -1.097 1.152
P 2.952 2.965 0.062 -2.691 -0.033 -1.240 0.357
O 2.468 2.050 -1.372 3.195 0.625 2.029 -0.493
Br 4.495 4.484 -0.735 -0.227 -1.389 0.438 -0.206
C 5.030 1.126 0.389 2.362 -1.225 2.428 -1.001
C 4.882 -0.522 0.369 -2.491 2.267 1.280 0.061
N 3.726 -0.879 1.076 5.117 -0.046 -3.081 0.247
C 3.461 -2.364 1.181 -2.589 -2.372 -0.927 0.453
F 4.034 -3.155 0.027 -1.578 3.297 3.993 -0.266
F 1.979 -2.649 1.129 5.562 1.283 0.373 -0.207
C 4.122 -2.920 2.599 0.890 -2.242 2.541 0.696
F 4.407 -4.395 2.437 -1.304 5.560 0.839 -0.221
F 5.420 -2.294 2.942 -4.474 -1.835 -1.486 -0.236
F 3.197 -2.650 3.753 3.481 -1.152 -4.475 -0.175
C 2.977 0.336 1.577 -4.192 2.569 -0.463 -0.082
C 2.187 0.292 3.013 -0.157 -0.315 1.607 -0.606
O 0.998 -0.574 3.046 0.407 1.709 -0.598 -0.292
C -0.161 0.038 2.378 -0.905 -0.222 -2.157 -0.104
O -1.444 -0.647 2.741 2.146 2.676 -0.282 -0.353
C -2.589 0.260 2.569 -2.067 0.108 -0.166 -0.413
C -3.376 0.084 1.131 -1.063 -0.030 -0.206 -0.264
O -2.932 1.058 0.106 -1.293 -0.838 0.174 -0.522
H 5.690 3.902 3.949 -0.858 -1.617 -2.449 0.263
H 6.475 2.929 2.385 -2.310 0.706 1.264 0.168
H 3.238 3.049 3.261 2.100 -0.792 -1.882 0.245
H 3.308 1.754 -1.838 -1.489 0.360 0.348 0.335
H 5.994 1.250 1.079 -1.558 -0.437 -1.433 0.282
H 5.377 1.670 -0.587 -1.024 -1.351 1.547 0.440
H 5.678 -1.201 -0.157 -2.059 0.902 1.231 0.431
H 2.098 0.443 0.791 1.507 -0.545 1.490 0.107
H 1.831 1.379 3.326 0.979 -2.029 -1.128 0.300
H 2.891 -0.078 3.901 -1.475 0.684 -2.112 0.270
H -0.197 1.196 2.547 -0.067 -2.056 0.137 0.219
H -0.027 -0.133 1.206 -0.279 0.394 2.274 0.202
H -2.359 1.394 2.748 -0.066 -2.096 -0.432 0.286
H -3.382 -0.045 3.408 1.881 0.475 -1.831 0.275
H -3.266 -1.022 0.710 -0.135 2.261 1.093 0.245
H -4.532 0.299 1.328 2.472 -0.639 -0.220 0.340
H -3.642 1.157 -0.620 1.386 -0.570 1.744 0.265
C -3.477 0.274 -3.723 2.473 -0.582 -0.599 0.630
F -2.893 1.371 -3.161 -0.938 -0.749 -0.304 -0.212
F -3.021 0.214 -5.010 -0.656 0.173 1.073 -0.243
F -2.940 -0.813 -3.090 -0.644 0.849 -0.296 -0.239
S -5.299 0.300 -3.633 -0.750 2.295 0.596 0.994
O -5.686 1.501 -4.378 0.635 -1.737 0.745 -0.641
O -5.594 0.348 -2.199 0.618 -0.355 -1.252 -0.636
N -5.545 -1.088 -4.357 -0.410 0.767 0.527 -0.281
S -7.085 -1.447 -4.466 -3.215 0.181 0.217 0.976
O -7.882 -0.629 -5.384 1.427 -0.960 0.963 -0.635
O -7.762 -1.800 -3.215 1.294 0.325 -1.396 -0.640
C -6.877 -3.037 -5.336 0.725 -2.265 -1.306 0.643
F -6.132 -3.930 -4.617 -0.653 0.901 -0.318 -0.239
F -6.230 -2.895 -6.532 -0.606 0.196 1.020 -0.238
F -8.059 -3.660 -5.612 0.907 1.012 0.508 -0.216
```
Positions in Å, forces in eV/Å.



[3]
# C14H17Cl3N3O3SSe2Tc

A structure of composition C14H17Cl3N3O3SSe2Tc (ωB97M-V/def2-TZVPD, OMol25).

Computed properties:
Multiplicity: 2
Charge: +1
Relative energy (zero: lowest compared OMol25 entry of this formula, charge and spin), kcal/mol: 0.25
HOMO-LUMO gap (alpha / beta), Ha: 0.2485 / 0.2482
HOMO energy (alpha / beta), eV: -11.379 / -11.378

The geometry in XYZ format:
```
44
Properties=species:S:1:pos:R:3:forces:R:3:mulliken_spin:R:1
Tc -0.780 0.694 -0.167 0.075 -0.061 0.070 0.981
N -2.908 4.376 -0.734 0.002 0.000 -0.004 -0.001
C -1.976 3.412 -0.663 0.001 -0.016 0.000 0.000
S -2.556 1.730 -0.888 -0.063 0.043 -0.007 -0.065
N -0.736 3.684 -0.465 -0.002 0.009 0.006 0.003
N 0.071 2.556 -0.518 -0.002 -0.017 0.006 -0.022
C 1.288 2.770 -0.877 -0.006 0.001 -0.004 0.015
C 2.199 1.722 -1.238 0.006 -0.009 0.005 0.001
C 3.555 2.036 -1.430 -0.003 0.002 -0.001 0.004
C 4.440 1.093 -1.895 0.002 -0.005 -0.002 -0.004
C 3.977 -0.186 -2.213 -0.003 0.004 0.002 0.007
C 2.649 -0.516 -2.050 0.003 -0.002 -0.005 -0.006
C 1.753 0.428 -1.554 -0.005 0.009 -0.006 0.019
O 0.461 0.046 -1.415 0.002 0.017 -0.056 0.046
H -3.886 4.149 -0.740 0.001 0.000 0.003 0.000
H -2.635 5.330 -0.560 0.001 -0.001 0.000 0.000
H 1.596 3.806 -0.992 -0.004 0.001 0.002 0.000
H 3.892 3.040 -1.206 -0.002 0.000 0.001 0.000
H 5.483 1.343 -2.027 0.000 -0.001 0.000 0.000
H 4.665 -0.928 -2.594 0.001 0.001 0.000 0.000
H 2.282 -1.503 -2.300 0.000 0.001 0.000 0.000
C -3.588 -1.552 -0.749 0.014 0.010 -0.039 0.002
Se -1.866 -1.631 0.144 -0.047 0.027 -0.007 -0.023
C -0.879 -2.744 -1.123 0.034 0.000 0.017 0.019
C 0.195 -3.495 -0.355 0.011 0.021 -0.008 0.000
Se 1.327 -2.292 0.712 -0.008 0.002 0.004 0.001
C 1.210 -3.273 2.385 0.005 -0.003 0.002 0.000
H -3.477 -1.212 -1.775 0.001 0.005 0.002 0.001
H -4.193 -0.854 -0.175 -0.001 -0.002 -0.001 0.000
H -4.036 -2.541 -0.716 0.002 -0.001 -0.001 -0.001
H -0.456 -2.097 -1.888 -0.027 -0.007 -0.026 -0.008
H -1.597 -3.422 -1.582 0.001 -0.024 0.034 0.001
H 0.825 -4.056 -1.043 0.008 0.004 0.003 0.000
H -0.252 -4.194 0.350 -0.002 -0.004 -0.005 -0.001
H 1.592 -4.280 2.243 -0.002 0.000 -0.004 0.000
H 0.184 -3.290 2.743 0.001 0.002 0.003 0.000
H 1.841 -2.751 3.100 0.002 -0.002 0.000 0.000
Cl 0.134 -0.440 4.188 -0.002 0.007 0.002 0.000
C -1.232 0.686 4.031 0.004 0.001 -0.003 0.000
Cl -0.695 2.344 4.321 -0.001 0.006 -0.001 0.001
Cl -2.501 0.250 5.152 -0.002 -0.002 0.001 0.000
C -1.738 0.580 2.574 -0.039 0.095 -0.006 0.009
O -2.841 0.227 2.280 0.007 -0.019 0.000 0.008
O -0.794 0.955 1.709 0.040 -0.091 0.023 0.011
```
Positions in Å, forces in eV/Å.